[1]
Molecular formula: C33H32ClMgN5O5PS6
Method: DFT, ωB97M-V/def2-TZVPD

Calculated values
* energy above the lowest of the compared OMol25 structures with the same formula, charge and spin: 28.9 kcal/mol
* net charge: -1
* highest occupied orbital energy: -4.15 eV
* HOMO-LUMO gap: 6.0 eV

Geometry as XYZ:
```
84
C33H32ClMgN5O5PS6, DFT ωB97M-V/def2-TZVPD
Mg -0.0218 1.1043 0.6353
O -0.4471 0.3016 4.0565
S -0.9643 0.1053 2.7297
O -1.5033 1.3244 2.0891
O -0.0292 -0.5491 1.7954
C -2.4487 -0.9061 2.8757
C -2.9313 -1.2786 4.1185
C -4.1655 -1.9004 4.2163
C -4.9316 -2.1062 3.0758
C -4.4570 -1.7121 1.8349
C -3.1997 -1.1267 1.7183
P -2.4403 -0.5847 0.1318
C -3.9086 0.3310 -0.5029
C -4.0601 1.6300 -0.0108
C -5.1422 2.4056 -0.3942
C -6.0854 1.8951 -1.2762
C -5.9413 0.6083 -1.7701
C -4.8615 -0.1745 -1.3822
C -2.5695 -2.1179 -0.8745
C -2.7642 -3.3820 -0.3219
C -2.7991 -4.5136 -1.1260
C -2.5973 -4.4042 -2.4920
C -2.3517 -3.1568 -3.0493
C -2.3405 -2.0256 -2.2513
H -2.3285 -1.0646 4.9917
H -4.5328 -2.2241 5.1816
H -5.9090 -2.5663 3.1550
H -5.0597 -1.8609 0.9475
H -3.3106 2.0082 0.6723
H -5.2537 3.4115 -0.0071
H -6.9370 2.4944 -1.5747
H -6.6757 0.2045 -2.4569
H -4.7609 -1.1792 -1.7716
H -2.8802 -3.4957 0.7469
H -2.9755 -5.4824 -0.6752
H -2.6186 -5.2840 -3.1227
H -2.1498 -3.0670 -4.1096
H -2.1559 -1.0533 -2.6925
Cl 7.0149 0.3949 2.3812
C 5.4249 0.6128 1.6979
C 5.1850 0.1630 0.3889
C 3.9588 0.3519 -0.1851
C 2.8940 0.9930 0.5175
O 1.7702 1.2183 -0.0496
C 3.1637 1.3993 1.8608
C 2.1128 2.0034 2.6264
O 0.9904 2.2919 2.2204
C 4.4353 1.2052 2.4281
H 5.9749 -0.3397 -0.1538
H 3.7463 -0.0092 -1.1825
H 2.3773 2.2494 3.6731
H 4.6194 1.5346 3.4440
C 0.0038 5.1746 -2.9703
N 0.1450 4.6548 -1.6204
C 0.0256 5.6131 -0.5434
C -0.0630 3.3196 -1.3430
N -0.5854 2.8674 -0.2677
N 0.3523 2.4774 -2.3588
C 0.4228 1.0837 -2.2626
N 1.2729 0.5152 -3.1779
N -0.3610 0.4556 -1.4799
H 0.9697 5.4635 -3.3976
H -0.6401 6.0560 -2.9552
H -0.4654 4.4385 -3.6204
H 0.5741 6.5148 -0.8140
H 0.4756 5.2008 0.3587
H -1.0184 5.8851 -0.3441
H -0.9085 3.5707 0.3845
H 0.9713 2.8836 -3.0380
H 2.1234 1.0163 -3.3833
H 1.4295 -0.4772 -2.9983
H -0.1441 -0.5450 -1.4896
C 3.6360 -4.7164 -2.7145
S 1.8759 -4.8884 -3.1621
C 1.1626 -4.8102 -1.5665
C 1.0987 -3.6711 -0.8162
S 1.6732 -2.1358 -1.2266
S 0.4311 -3.9257 0.8103
C 0.0759 -5.6130 0.6657
S -0.6806 -6.4818 1.8465
S 0.5644 -6.2914 -0.8404
H 4.1723 -4.4172 -3.6133
H 4.0120 -5.6671 -2.3427
H 3.7113 -3.9397 -1.9567
```



[2]
Molecular formula: C30H26F5FeN3OS
Method: DFT, ωB97M-V/def2-TZVPD

Calculated values
* spin multiplicity: 2
* energy above the lowest of the compared OMol25 structures with the same formula, charge and spin: 0.0 kcal/mol
* net charge: +1
* highest occupied orbital energy (alpha / beta): -11.40 / -11.40 eV
* HOMO-LUMO gap (alpha / beta): 5.9 / 7.3 eV
* expectation value of S²: 1.158

Geometry as XYZ:
```
67
C30H26F5FeN3OS, DFT ωB97M-V/def2-TZVPD
Fe 0.0974 0.0592 0.0942
C -0.8203 1.3587 -3.7591
C -0.8148 1.0857 -2.3011
N 0.0129 0.2682 -1.7587
N 0.9423 -0.4054 -2.4995
C 1.6515 -1.1427 -1.6695
O 1.4160 -1.1650 -0.3800
C 2.7344 -1.9906 -2.1847
C 3.2277 -1.7950 -3.4735
C 4.2452 -2.6040 -3.9485
C 4.7641 -3.6123 -3.1463
C 4.2720 -3.8095 -1.8631
C 3.2614 -2.9963 -1.3788
C -1.7292 1.6913 -1.3121
C -2.6861 2.6379 -1.6325
C -3.4879 3.1566 -0.6286
C -3.3125 2.7110 0.6685
C -2.3379 1.7593 0.9177
N -1.5603 1.2472 -0.0369
H 0.1805 1.6661 -4.0655
H -1.5356 2.1271 -4.0335
H -1.0463 0.4421 -4.3063
H 2.8151 -1.0067 -4.0879
H 4.6368 -2.4486 -4.9447
H 5.5555 -4.2466 -3.5232
H 4.6800 -4.5950 -1.2412
H 2.8737 -3.1297 -0.3788
H -2.7998 2.9700 -2.6532
H -4.2364 3.9025 -0.8608
H -3.9135 3.0896 1.4832
H -2.1843 1.3952 1.9219
C -3.2484 -2.6410 2.3962
C -2.5051 -1.7138 1.4308
C -2.8294 -2.0576 -0.0230
C -1.0139 -1.7513 1.7049
C -0.2983 -2.9323 1.5148
C 1.0383 -3.0282 1.8639
C 1.7409 -1.9415 2.3756
C 3.2088 -2.0226 2.6698
C 1.0413 -0.7568 2.5721
C -0.3167 -0.6567 2.2517
H -4.3229 -2.5953 2.2160
H -3.0617 -2.3659 3.4346
H -2.9308 -3.6762 2.2610
H -2.8533 -0.6950 1.6236
H -2.5257 -3.0767 -0.2668
H -2.3240 -1.3870 -0.7250
H -3.9024 -1.9810 -0.2013
H -0.8027 -3.8032 1.1153
H 1.5551 -3.9703 1.7232
H 3.4479 -1.5662 3.6301
H 3.7723 -1.4892 1.9003
H 3.5545 -3.0549 2.6839
H 1.5465 0.1030 2.9927
H -0.8573 0.2257 2.5613
F -1.6568 6.5400 1.8179
C -0.9241 5.4937 1.4783
C -0.5882 5.2849 0.1494
F -1.0098 6.1345 -0.7803
C 0.1595 4.1762 -0.1961
F 0.4466 4.0014 -1.4834
C 0.5826 3.2390 0.7507
S 1.5397 1.8606 0.2676
C 0.2271 3.4856 2.0757
F 0.5777 2.6262 3.0339
C -0.5144 4.5905 2.4468
F -0.8543 4.7812 3.7162
```



[3]
Molecular formula: C3H7NO2S
Method: DFT, ωB97M-V/def2-TZVPD

Calculated values
* SMILES: N[C@@H](CS)C(=O)O
* energy above the lowest of the compared OMol25 structures with the same formula, charge and spin: 19.1 kcal/mol
* highest occupied orbital energy: -9.22 eV
* HOMO-LUMO gap: 9.8 eV

Geometry as XYZ:
```
14
C3H7NO2S, DFT ωB97M-V/def2-TZVPD
N 1.7233 0.0747 0.1887
C 0.3265 0.4115 0.1766
C -0.4955 -0.1998 -0.9625
S 0.2080 0.0440 -2.7240
C -0.3591 -0.1884 1.4931
O 0.2530 -0.8408 2.3085
O -1.7080 -0.1317 1.4670
H 2.0897 -0.6169 0.8403
H 2.1457 0.0498 -0.7413
H 0.1786 1.5669 0.2922
H -1.5277 0.1834 -0.9663
H -0.6016 -1.2546 -0.7938
H -0.1957 1.3322 -2.9042
H -2.0369 -0.4305 2.3256
```



[4]
Molecular formula: C6H4I2O2
Method: DFT, ωB97M-V/def2-TZVPD

Calculated values
* energy above the lowest of the compared OMol25 structures with the same formula, charge and spin: 0.0 kcal/mol
* highest occupied orbital energy: -9.14 eV
* HOMO-LUMO gap: 8.6 eV

Geometry as XYZ:
```
14
C6H4I2O2, DFT ωB97M-V/def2-TZVPD
C 2.4178 0.0121 -0.1586
C 1.3528 -0.2162 -1.0421
C 1.9269 0.1971 1.0688
C 0.2346 -0.2524 -0.2367
C -1.1105 -0.4316 -0.7413
C -2.2550 0.0913 0.4838
O -1.5163 -0.6767 -1.8388
O 0.5784 -0.0061 1.0534
I -2.8276 2.1390 0.0036
I -4.0604 -1.1124 0.5278
H 3.4401 0.2148 -0.3283
H 1.1553 -0.0670 -2.1905
H 2.4183 0.1353 2.0218
H -1.7545 -0.0271 1.3771
```



[5]
Molecular formula: C3H5NSSi
Method: DFT, ωB97M-V/def2-TZVPD

Calculated values
* SMILES: [SiH3]c1nccs1
* energy above the lowest of the compared OMol25 structures with the same formula, charge and spin: 31.1 kcal/mol
* highest occupied orbital energy: -8.85 eV
* HOMO-LUMO gap: 9.1 eV

Geometry as XYZ:
```
11
C3H5NSSi, DFT ωB97M-V/def2-TZVPD
Si -1.7591 -0.3874 0.0688
C 0.0724 -0.2706 -0.0111
N 0.7295 1.1403 0.1653
C 2.0080 0.9898 0.0213
C 2.6223 -0.3257 -0.0257
S 1.2647 -1.3817 -0.0097
H -1.8766 0.2612 -1.1756
H -2.4132 0.2070 1.2665
H -2.2857 -1.7241 0.2606
H 2.5453 1.8374 0.2357
H 3.7272 -0.6215 0.2041
```



[6]
Molecular formula: C4H5NO
Method: DFT, ωB97M-V/def2-TZVPD

Calculated values
* SMILES: C=CCOC#N
* energy above the lowest of the compared OMol25 structures with the same formula, charge and spin: 47.8 kcal/mol
* highest occupied orbital energy: -10.72 eV
* HOMO-LUMO gap: 11.5 eV

Geometry as XYZ:
```
11
C4H5NO, DFT ωB97M-V/def2-TZVPD
C 0.4845 -1.2897 0.8624
C -0.5948 -0.5705 0.5722
C -0.6430 0.8899 0.3237
O -0.5200 0.9979 -1.1451
C 0.6981 0.7374 -1.5146
N 1.7764 0.5344 -1.8991
H 1.4283 -0.9075 1.2420
H 0.4169 -2.3654 0.7635
H -1.5151 -1.0813 0.3305
H -1.5643 1.4035 0.6467
H 0.2317 1.3956 0.7154
```



[7]
Molecular formula: C11H36K2N12O11
Method: DFT, ωB97M-V/def2-TZVPD

Calculated values
* energy above the lowest of the compared OMol25 structures with the same formula, charge and spin: 752.8 kcal/mol
* highest occupied orbital energy: -8.14 eV
* HOMO-LUMO gap: 7.6 eV

Geometry as XYZ:
```
72
C11H36K2N12O11, DFT ωB97M-V/def2-TZVPD
K -13.3200 -16.4687 -17.3107
K -13.2511 -13.4277 -12.4411
C -13.4201 -14.6216 -14.7747
O -14.3475 -14.5674 -13.9437
O -12.3382 -14.4626 -14.3492
O -13.7276 -14.9298 -15.9468
C -9.2111 -15.1284 -12.0595
C -10.5267 -15.7300 -12.5355
O -11.5849 -14.8606 -12.5364
H -9.1924 -14.9832 -10.9794
H -8.9984 -14.2331 -12.6437
H -8.4190 -15.8491 -12.2628
H -10.7149 -16.6089 -11.9189
H -10.4505 -16.1080 -13.5551
H -11.6823 -14.5271 -13.4314
C -10.1379 -16.7095 -15.3878
C -11.2963 -17.4711 -14.8213
O -12.5959 -17.0544 -15.2902
H -9.2153 -16.7509 -14.8089
H -10.4381 -15.6617 -15.3945
H -10.0585 -16.9840 -16.4397
H -11.2367 -17.3631 -13.7383
H -11.3224 -18.5210 -15.1131
H -12.5637 -16.1018 -15.1756
C -15.5559 -12.6265 -16.1515
O -16.0308 -11.5592 -16.4672
N -14.8340 -13.3377 -16.8925
N -15.6224 -13.1134 -14.9419
H -14.3267 -14.1103 -16.4853
H -14.6162 -13.0388 -17.8324
H -15.1104 -13.9280 -14.6347
H -15.8965 -12.4690 -14.2141
C -15.9145 -16.7377 -15.3760
O -16.7827 -17.5570 -15.4522
N -14.6996 -17.1695 -15.4209
N -16.0719 -15.5168 -15.0321
H -14.5274 -18.1624 -15.3533
H -13.9538 -16.5959 -15.0536
H -15.2018 -15.0041 -15.0227
H -16.9432 -15.0407 -14.8470
C -11.5252 -13.7032 -17.5328
O -10.7308 -13.2568 -18.3245
N -11.1696 -14.2118 -16.3761
N -12.8282 -13.6941 -17.7058
H -10.2343 -14.5360 -16.1756
H -11.8575 -14.5363 -15.7116
H -13.1211 -13.2606 -18.5697
H -13.4750 -13.9851 -16.9866
C -13.9935 -16.9030 -12.2967
O -14.1719 -17.6723 -11.3962
N -12.7467 -16.6309 -12.6928
N -14.9333 -16.1916 -12.8376
H -12.0381 -17.2350 -12.3015
H -12.4529 -15.8876 -13.3103
H -15.8392 -16.0960 -12.4014
H -14.7913 -15.4606 -13.5199
C -17.1475 -12.9934 -12.7556
O -16.9181 -11.8411 -13.0895
N -17.9678 -13.3007 -11.8140
N -16.5258 -14.1183 -13.1204
H -18.6060 -12.5502 -11.5913
H -17.9856 -14.2131 -11.3814
H -15.6488 -14.0570 -13.6177
H -16.9611 -15.0201 -12.9887
C -12.7147 -11.5473 -14.6241
O -13.6034 -11.7915 -13.8165
N -12.0868 -10.4203 -14.7468
N -12.1011 -12.4599 -15.2252
H -11.2457 -10.3324 -15.2991
H -12.3098 -9.7274 -14.0467
H -11.4241 -12.3374 -15.9647
H -12.4078 -13.3541 -14.8697
```



[8]
Molecular formula: C4H10O2
Method: DFT, ωB97M-V/def2-TZVPD

Calculated values
* SMILES: C/C=C(/C)O.O
* energy above the lowest of the compared OMol25 structures with the same formula, charge and spin: 41.6 kcal/mol
* highest occupied orbital energy: -8.74 eV
* HOMO-LUMO gap: 9.3 eV

Geometry as XYZ:
```
16
C4H10O2, DFT ωB97M-V/def2-TZVPD
C 0.6535 0.2741 -2.3167
C -0.3130 0.4715 -1.1040
C -0.2300 0.4928 0.2535
C -1.3688 1.0194 1.1040
O 0.9926 0.0928 0.8323
H 1.6316 -0.1723 -1.9925
H 0.9174 1.2009 -2.8900
H -0.0125 -0.2825 -3.0504
H -1.3617 0.4515 -1.3637
H -1.7297 0.2185 1.7786
H -2.2868 1.1988 0.5259
H -1.1946 1.8862 1.6878
H 1.2517 0.5885 1.7064
O 1.3239 -2.7168 1.5556
H 0.5592 -2.9106 2.0663
H 1.1671 -1.8127 1.2069
```



[9]
Molecular formula: C12H10N6O5
Method: DFT, ωB97M-V/def2-TZVPD

Calculated values
* highest occupied orbital energy: -8.88 eV
* HOMO-LUMO gap: 7.6 eV

Geometry as XYZ:
```
33
C12H10N6O5, DFT ωB97M-V/def2-TZVPD
C -4.9757 1.2843 0.9936
C -4.3272 2.5365 0.9278
C -2.9288 2.5920 0.9312
C -2.1714 1.4081 0.9732
C -0.7043 1.5712 0.8202
N -0.0404 0.4489 0.3503
N 1.3146 0.7007 -0.0678
O -0.1463 2.6515 0.9792
C -2.8120 0.1569 1.0989
C -4.2195 0.1026 1.1119
H -6.0738 1.2555 0.9819
H -4.8955 3.4735 0.8575
H -2.3935 3.5471 0.8800
H -0.0769 -0.4128 0.9212
H 1.2145 1.4267 -0.8198
H 1.7795 1.1768 0.7507
H -2.2343 -0.7664 1.2015
H -4.7428 -0.8629 1.1937
O 0.5383 -1.9909 1.6257
N 1.7878 -2.2425 1.4883
C 2.4483 -1.8279 0.2870
C 1.6984 -1.0183 -0.7021
C 2.3913 -1.0477 -1.9680
N 1.9808 -0.4177 -3.1221
O 0.9309 0.0959 -3.4670
O 3.0749 -0.4969 -4.0302
N 4.1923 -1.1044 -3.4080
C 3.7481 -1.4305 -2.1358
N 4.4388 -1.9422 -1.1154
C 3.8023 -2.1641 0.0493
O 2.4318 -2.8411 2.3752
H 0.6076 -1.2270 -0.8278
H 4.3624 -2.6347 0.8655
```